one | ORCA calculation (ωB97M-V/def2-TZVPD) on an isolated molecule of C7H8N2O.

The geometry in XYZ format:
```
18
Properties=species:S:1:pos:R:3
C -1.177 1.389 0.938
C -0.142 -0.088 -0.420
C 0.662 0.292 1.118
C 0.557 -1.272 -0.816
C 1.928 -0.406 1.161
C 1.889 -1.333 -0.109
C -2.345 0.735 -1.150
N -0.142 1.133 1.695
N -1.253 0.604 -0.233
O 0.195 -2.128 -1.588
H -1.762 2.295 1.275
H 2.702 0.304 0.853
H 2.171 -0.765 2.148
H 2.045 -2.375 -0.100
H 2.661 -0.774 -0.720
H -2.001 1.102 -2.179
H -2.913 -0.229 -1.158
H -3.075 1.515 -0.715
```

SMILES string: Cn1cnc2c1C(=O)CC2
Orbital gap in eV: 8.230
HOMO energy in eV: -7.96
Multiplicity: 1

=====

two | ORCA calculation (ωB97M-V/def2-TZVPD) on a structure of composition C7H8N2O.

The geometry in XYZ format:
```
18
Properties=species:S:1:pos:R:3
C 3.310 -0.307 0.078
C 1.947 0.131 -0.303
C -0.456 -0.330 0.021
C -0.858 0.979 0.281
C -2.220 1.279 0.121
C -3.063 0.204 -0.193
C -2.570 -0.987 -0.469
H 3.352 -0.382 1.263
H 3.628 -1.434 -0.378
H 4.076 0.323 -0.129
H 1.251 -1.259 1.112
H 0.066 1.673 0.627
H -2.650 2.600 0.302
H -4.160 0.355 -0.386
H -3.148 -1.942 -0.700
N 0.956 -0.690 0.108
N -1.275 -1.314 -0.334
O 1.815 1.100 -1.022
```

Orbital gap in eV: 10.223
HOMO energy in eV: -9.57
Multiplicity: 1

=====

Question: of the structures shown, which is the most stable? Reply: two.